{"formula": "C28H67N2O24P5S", "method": "ωB97M-V with the def2-TZVPD basis set", "species": ["C", "C", "C", "N", "C", "C", "O", "C", "C", "O", "N", "C", "S", "O", "C", "O", "C", "C", "C", "C", "H", "H", "H", "H", "H", "H", "H", "H", "H", "H", "H", "H", "H", "H", "H", "H", "H", "H", "H", "H", "H", "H", "C", "O", "P", "O", "O", "C", "O", "C", "H", "H", "H", "H", "H", "H", "H", "H", "H", "C", "O", "P", "O", "O", "C", "O", "C", "H", "H", "H", "H", "H", "H", "H", "H", "H", "C", "O", "P", "O", "O", "C", "O", "C", "H", "H", "H", "H", "H", "H", "H", "H", "H", "C", "O", "P", "O", "O", "C", "O", "C", "H", "H", "H", "H", "H", "H", "H", "H", "H", "C", "O", "P", "O", "O", "C", "O", "C", "H", "H", "H", "H", "H", "H", "H", "H", "H"], "positions_angstrom": [[-3.5957, 5.7517, 4.0539], [-5.0999, 5.7298, 4.4090], [-5.3956, 4.6591, 5.4650], [-5.0301, 3.2888, 5.1196], [-5.7186, 2.6676, 4.0188], [-4.9429, 2.7776, 2.6853], [-5.0843, 1.6222, 1.8516], [-3.8823, 1.3147, 1.2546], [-3.5211, 2.1454, 0.0538], [-3.1872, 0.4563, 1.7152], [-5.7509, 1.1923, 4.3093], [-6.6072, 0.7646, 5.0522], [-7.8069, 0.0799, 5.7729], [-7.0364, 3.1628, 3.9875], [-7.6977, 3.1333, 2.7653], [-7.9931, 2.1119, 2.2287], [-7.9947, 4.5002, 2.1942], [-9.3329, 4.5717, 1.4389], [-10.4550, 3.7727, 2.1138], [-9.1423, 4.2095, -0.0591], [-3.2012, 6.7597, 3.9397], [-2.9996, 5.2521, 4.8219], [-3.3887, 5.2247, 3.1207], [-5.3721, 6.7231, 4.7670], [-5.6602, 5.5465, 3.4901], [-4.7731, 4.9213, 6.3257], [-6.4182, 4.7159, 5.8309], [-4.0309, 3.1731, 5.0426], [-5.1571, 3.6993, 2.1370], [-3.8893, 2.8394, 2.9741], [-3.2162, 3.1397, 0.3864], [-2.7301, 1.6875, -0.5291], [-4.4365, 2.2543, -0.5300], [-8.0587, 5.1733, 3.0567], [-7.1444, 4.8583, 1.6115], [-9.6259, 5.6233, 1.4651], [-10.3547, 3.7604, 3.2008], [-11.4068, 4.2624, 1.9034], [-10.4784, 2.7586, 1.7232], [-9.5876, 3.2541, -0.3255], [-8.0747, 4.1606, -0.2774], [-9.5284, 5.0174, -0.6804], [1.1797, -0.1989, -1.4640], [0.4064, -0.1476, -2.6734], [0.9139, 0.9057, -3.8386], [0.6515, 2.2036, -3.1536], [-0.2094, 0.4423, -4.8933], [-1.5058, 0.0187, -4.4863], [1.8844, 1.3735, -5.0754], [3.2320, 0.8587, -5.1459], [0.7685, -0.9829, -0.8323], [2.2240, -0.4327, -1.6704], [1.1117, 0.7565, -0.9440], [-1.9082, 0.6667, -3.7074], [-1.4791, -1.0114, -4.1345], [-2.1461, 0.0738, -5.3643], [3.2275, -0.2291, -5.2263], [3.8056, 1.1589, -4.2659], [3.7065, 1.2716, -6.0307], [8.4533, -3.1412, -8.7160], [7.0279, -3.0097, -8.5341], [6.5238, -2.1493, -7.2534], [6.9105, -2.9596, -6.0801], [4.9682, -2.2576, -7.6455], [4.4173, -3.4579, -8.1767], [6.3096, -0.6489, -6.6614], [7.1659, 0.4054, -7.1564], [8.6238, -3.6410, -9.6657], [8.9278, -2.1607, -8.7420], [8.8817, -3.7398, -7.9135], [4.7855, -4.3342, -7.6422], [4.6487, -3.5458, -9.2374], [3.3379, -3.3934, -8.0571], [7.0579, 0.5247, -8.2364], [8.2105, 0.1973, -6.9152], [6.8719, 1.3298, -6.6680], [-4.1073, -5.8108, 8.3122], [-5.4627, -5.3429, 8.4314], [-5.6862, -3.7429, 8.6388], [-5.1006, -3.4309, 9.9591], [-7.2893, -3.8230, 8.5836], [-8.0074, -4.8682, 9.2286], [-5.6663, -2.3535, 7.8006], [-4.8537, -2.2695, 6.6114], [-4.1496, -6.8692, 8.0682], [-3.5769, -5.2887, 7.5157], [-3.5825, -5.6755, 9.2574], [-7.6060, -5.0724, 10.2218], [-7.9838, -5.7749, 8.6252], [-9.0389, -4.5351, 9.3221], [-5.1677, -3.0088, 5.8715], [-3.7994, -2.4184, 6.8576], [-4.9767, -1.2768, 6.1900], [0.8685, -2.9575, 3.2624], [0.3532, -2.9499, 4.6056], [0.0249, -1.5010, 5.2728], [1.3318, -0.8233, 5.4064], [-0.5903, -2.1137, 6.6253], [0.0028, -3.2305, 7.2784], [-1.0871, -0.3241, 5.2262], [-1.8713, -0.1547, 4.0200], [0.9212, -3.9943, 2.9405], [0.2114, -2.4129, 2.5839], [1.8661, -2.5194, 3.2442], [1.0892, -3.1427, 7.3087], [-0.2804, -4.1573, 6.7801], [-0.3826, -3.2460, 8.2957], [-2.4441, -1.0542, 3.7958], [-1.2266, 0.0885, 3.1760], [-2.5620, 0.6648, 4.1831], [15.4626, 0.4456, -7.5037], [14.9487, -0.8937, -7.5689], [13.4373, -1.1016, -8.1988], [12.7057, -0.4148, -7.0841], [13.3947, -2.6957, -8.1490], [14.0820, -3.4296, -7.1349], [12.2033, -0.9723, -9.3056], [12.4292, -0.2395, -10.5246], [16.4962, 0.3792, -7.1736], [15.4375, 0.9288, -8.4798], [14.8855, 1.0268, -6.7861], [13.9499, -2.9662, -6.1579], [15.1418, -3.5056, -7.3716], [13.6505, -4.4275, -7.1227], [13.2353, -0.6819, -11.1132], [12.6692, 0.8038, -10.3043], [11.5124, -0.2717, -11.1068]], "lowdin_charge": [-0.096, -0.220, -0.204, 0.055, -0.457, -0.088, -0.017, -0.499, 0.038, 0.128, 0.146, -0.769, 0.791, 0.034, -0.439, 0.185, -0.084, -0.391, -0.066, -0.055, 0.070, 0.072, 0.054, 0.107, 0.074, 0.122, 0.116, 0.115, 0.128, 0.129, 0.093, 0.088, 0.096, 0.126, 0.120, 0.124, 0.085, 0.080, 0.075, 0.076, 0.067, 0.072, -0.102, -0.257, 0.520, -0.260, -0.239, -0.107, -0.221, -0.097, 0.083, 0.084, 0.084, 0.085, 0.083, 0.088, 0.087, 0.088, 0.083, -0.083, -0.239, 0.457, -0.242, -0.245, -0.107, -0.227, -0.094, 0.087, 0.080, 0.090, 0.091, 0.082, 0.087, 0.087, 0.090, 0.084, -0.093, -0.239, 0.454, -0.244, -0.235, -0.108, -0.220, -0.094, 0.087, 0.078, 0.088, 0.090, 0.081, 0.087, 0.093, 0.082, 0.056, -0.094, -0.239, 0.451, -0.245, -0.243, -0.107, -0.209, -0.109, 0.087, 0.079, 0.088, 0.091, 0.079, 0.088, 0.090, 0.081, 0.068, -0.102, -0.255, 0.537, -0.278, -0.232, -0.094, -0.239, -0.114, 0.087, 0.081, 0.086, 0.094, 0.085, 0.090, 0.083, 0.085, 0.084], "charge": 0, "multiplicity": 1, "smiles": "CCCN[C@@](COC(C)=O)(N=C=S)OC(=O)CC(C)C.COP(=O)(OC)OC.COP(=O)(OC)OC.COP(=O)(OC)OC.COP(=O)(OC)OC.COP(=O)(OC)OC"}

---

{"formula": "C28H68InN4O15S", "method": "ωB97M-V with the def2-TZVPD basis set", "species": ["N", "C", "O", "In", "C", "S", "O", "O", "C", "C", "N", "N", "N", "H", "H", "H", "H", "H", "H", "H", "H", "H", "H", "H", "H", "C", "O", "C", "C", "O", "C", "C", "O", "C", "H", "H", "H", "H", "H", "H", "H", "H", "H", "H", "H", "H", "H", "H", "C", "O", "C", "C", "O", "C", "C", "O", "C", "H", "H", "H", "H", "H", "H", "H", "H", "H", "H", "H", "H", "H", "H", "C", "O", "C", "C", "O", "C", "C", "O", "C", "H", "H", "H", "H", "H", "H", "H", "H", "H", "H", "H", "H", "H", "H", "C", "O", "C", "C", "O", "C", "C", "O", "C", "H", "H", "H", "H", "H", "H", "H", "H", "H", "H", "H", "H", "H", "H"], "positions_angstrom": [[-4.4765, -5.1902, 1.4374], [-3.2742, -4.6528, 1.4240], [-1.8261, -4.2789, 1.4822], [-1.1582, -4.5664, 3.4914], [-2.8600, -5.5852, 4.6755], [-3.1231, -4.4448, 6.1863], [-3.8407, -3.1387, 5.6796], [-3.9119, -5.1638, 7.3068], [0.7091, -5.9197, 3.4344], [1.1136, -6.2815, 4.9910], [0.1566, -5.5132, 5.8805], [1.0604, -7.7949, 5.1891], [2.5550, -5.8362, 5.3133], [-0.7129, -2.9703, 4.2691], [-2.5385, -6.6411, 5.0996], [-3.8062, -5.6404, 3.9803], [-1.8717, -4.0309, 6.7467], [0.4371, -6.8499, 2.7737], [1.6201, -5.3695, 2.9301], [0.6006, -4.6872, 6.3379], [-0.3313, -6.1279, 6.5743], [0.6149, -8.0400, 6.1219], [0.4655, -8.2481, 4.4462], [2.7380, -6.1302, 6.3102], [2.5255, -4.7733, 5.3180], [-2.1388, -3.4098, -3.0000], [-1.9658, -2.1568, -2.3572], [-1.5892, -2.2865, -0.9846], [-0.6096, -1.1780, -0.5854], [0.7141, -1.3511, -1.1091], [0.8723, -1.1452, -2.5203], [0.6729, 0.3067, -2.9646], [-0.7103, 0.6414, -2.9885], [-0.9549, 2.0068, -2.7041], [-3.0233, -3.9159, -2.6087], [-2.2704, -3.2280, -4.0707], [-1.2512, -4.0380, -2.8701], [-1.1317, -3.2621, -0.7903], [-2.5027, -2.1977, -0.3890], [-0.4977, -1.2107, 0.5042], [-0.9961, -0.1850, -0.8204], [0.2420, -1.8312, -3.0861], [1.9089, -1.4259, -2.7392], [1.0673, 0.4421, -3.9767], [1.2219, 0.9671, -2.2782], [-0.4853, 2.2991, -1.7599], [-2.0356, 2.1423, -2.5994], [-0.5919, 2.6359, -3.5216], [8.7555, -3.3557, -4.1737], [8.1468, -3.0111, -2.9392], [8.9603, -2.1462, -2.1437], [8.0936, -1.1378, -1.3822], [7.5480, -0.0974, -2.2044], [6.5072, -0.4840, -3.1133], [5.2022, -0.8975, -2.4271], [5.3154, -2.2038, -1.8733], [4.5229, -2.3847, -0.7139], [9.6136, -4.0084, -4.0023], [8.0157, -3.8835, -4.7826], [9.0629, -2.4568, -4.7186], [9.6861, -1.6071, -2.7612], [9.4996, -2.7758, -1.4297], [8.7377, -0.6277, -0.6571], [7.3108, -1.6270, -0.8003], [6.8600, -1.2488, -3.8052], [6.3036, 0.4081, -3.7164], [4.3878, -0.9138, -3.1584], [4.9630, -0.1622, -1.6455], [4.7369, -1.6111, 0.0299], [4.7800, -3.3539, -0.2760], [3.4611, -2.3793, -0.9752], [-8.0497, 2.0551, 0.1394], [-7.6588, 3.1410, -0.6861], [-6.6399, 3.9484, -0.0924], [-5.6644, 4.4585, -1.1583], [-4.7712, 3.4558, -1.6612], [-5.3521, 2.4509, -2.5048], [-5.8384, 2.9779, -3.8579], [-7.0669, 3.6820, -3.7129], [-7.2230, 4.7244, -4.6585], [-8.5864, 2.4218, 1.0164], [-8.7095, 1.4051, -0.4426], [-7.1779, 1.4665, 0.4444], [-6.0856, 3.3897, 0.6687], [-7.1375, 4.7988, 0.3833], [-5.0217, 5.2106, -0.6871], [-6.1789, 4.9684, -1.9744], [-6.1357, 1.9067, -1.9777], [-4.5479, 1.7304, -2.6924], [-6.0116, 2.1406, -4.5413], [-5.0633, 3.6304, -4.2847], [-6.3644, 5.4024, -4.6375], [-8.1132, 5.2989, -4.3851], [-7.3574, 4.3100, -5.6615], [4.0136, 5.8833, 1.0996], [2.8634, 5.3097, 1.7005], [2.3917, 6.0610, 2.8211], [0.8610, 6.0333, 2.8851], [0.2196, 6.8463, 1.8933], [0.2891, 6.3736, 0.5404], [-0.5062, 5.0897, 0.2871], [0.1850, 3.9579, 0.8040], [-0.6846, 2.9276, 1.2368], [4.8738, 5.7896, 1.7653], [4.2163, 5.3448, 0.1692], [3.8372, 6.9350, 0.8503], [2.7339, 7.0999, 2.7733], [2.8028, 5.5927, 3.7204], [0.5616, 6.4600, 3.8491], [0.4684, 5.0153, 2.8696], [1.3250, 6.2782, 0.2149], [-0.1538, 7.1706, -0.0677], [-0.6351, 4.9398, -0.7896], [-1.4971, 5.1875, 0.7532], [-1.4202, 3.3117, 1.9501], [-0.0833, 2.1695, 1.7476], [-1.1869, 2.4699, 0.3801]], "lowdin_charge": [0.026, -0.303, -0.354, 0.646, -0.366, 0.659, -0.498, -0.497, -0.224, -0.649, -0.027, 0.029, 0.007, -0.062, 0.039, 0.031, 0.060, 0.035, 0.044, 0.073, 0.076, 0.072, 0.068, 0.067, 0.074, -0.111, -0.212, -0.186, -0.157, -0.135, -0.167, -0.190, -0.202, -0.098, 0.088, 0.084, 0.086, 0.112, 0.124, 0.131, 0.109, 0.116, 0.105, 0.121, 0.127, 0.068, 0.081, 0.088, -0.114, -0.207, -0.188, -0.170, -0.135, -0.170, -0.194, -0.210, -0.094, 0.084, 0.090, 0.084, 0.121, 0.123, 0.125, 0.116, 0.112, 0.124, 0.116, 0.129, 0.088, 0.093, 0.078, -0.107, -0.212, -0.187, -0.172, -0.140, -0.164, -0.190, -0.210, -0.115, 0.085, 0.090, 0.090, 0.125, 0.122, 0.123, 0.113, 0.116, 0.121, 0.126, 0.125, 0.083, 0.089, 0.085, -0.113, -0.207, -0.188, -0.170, -0.135, -0.170, -0.191, -0.212, -0.100, 0.085, 0.090, 0.084, 0.121, 0.123, 0.125, 0.116, 0.112, 0.124, 0.120, 0.127, 0.088, 0.097, 0.071], "charge": -1, "multiplicity": 1}

---

Max |F|, respectively: 7.51; 11.41 eV/A.
E_tot, respectively: -5127.3804; -3043.1781 Ha.